Version A
Molecular formula: C43H48CoN11PS3
Method: DFT, ωB97M-V/def2-TZVPD

Output
- molar mass (u) = 905.04
- highest occupied orbital energy (alpha / beta) (eV) = -11.94 / -11.94
- Kohn-Sham gap (alpha / beta) (eV) = 7.0 / 7.0

Structure (ORCA input):
```
! RIJCOSX wB97M-V def2-TZVPD def2/J DEFGRID3
* xyz 2 2
Co -0.707 1.330 -0.150
N -1.391 3.025 3.670
C -1.334 2.384 2.493
S -0.568 3.180 1.150
N -1.862 1.165 2.463
N -1.778 0.610 1.234
C -2.374 -0.515 0.992
C -3.194 -1.258 1.973
C -4.546 -1.480 1.721
C -5.319 -2.184 2.633
C -4.743 -2.680 3.793
C -3.395 -2.462 4.048
C -2.625 -1.747 3.146
C -2.161 -1.011 -0.383
C -2.774 -2.142 -0.907
C -2.539 -2.482 -2.230
C -1.695 -1.692 -2.994
C -1.094 -0.597 -2.397
N -1.308 -0.269 -1.125
H -1.116 3.990 3.722
H -1.986 2.649 4.391
H -5.000 -1.088 0.818
H -6.371 -2.343 2.438
H -5.344 -3.231 4.503
H -2.949 -2.839 4.959
H -1.582 -1.546 3.359
H -3.436 -2.727 -0.285
H -3.023 -3.348 -2.663
H -1.500 -1.912 -4.034
H -0.410 0.033 -2.948
S 4.724 0.598 -1.296
C 6.291 0.575 -1.984
C 6.348 1.323 -3.115
C 5.100 1.917 -3.441
C 4.107 1.614 -2.553
C 2.710 2.059 -2.567
C 1.805 1.591 -1.601
N 0.538 1.952 -1.554
C 0.057 2.797 -2.491
C 0.879 3.337 -3.489
C 0.305 4.248 -4.440
C -1.004 4.573 -4.388
C -1.872 4.013 -3.388
C -3.240 4.306 -3.296
C -4.013 3.736 -2.303
C -3.361 2.852 -1.412
N -2.088 2.550 -1.487
C -1.340 3.124 -2.451
C -5.440 4.013 -2.154
C -6.308 3.513 -1.218
C -7.628 4.000 -1.368
C -7.746 4.863 -2.414
S -6.260 5.096 -3.216
C 2.226 2.954 -3.504
H 7.087 0.024 -1.510
H 7.246 1.450 -3.700
H 4.958 2.544 -4.309
H 2.108 0.885 -0.836
H 0.947 4.672 -5.201
H -1.425 5.264 -5.108
H -3.678 4.992 -4.012
H -3.913 2.384 -0.605
H -6.026 2.820 -0.439
H -8.453 3.724 -0.730
H -8.629 5.379 -2.754
H 2.879 3.369 -4.261
C 3.248 -5.192 -0.188
N 3.304 -4.019 0.802
C 2.283 -4.291 1.916
N 0.987 -4.502 1.379
C 1.005 -5.609 0.425
N 1.929 -5.370 -0.680
C 1.490 -4.268 -1.546
P 1.346 -2.633 -0.667
C 3.030 -2.708 0.119
C 0.408 -3.284 0.801
H 3.577 -6.072 0.365
H 3.952 -4.966 -0.987
H 4.234 -3.986 1.221
H 2.306 -3.426 2.579
H 2.636 -5.180 2.440
H 0.002 -5.756 0.028
H 1.309 -6.518 0.947
H 0.519 -4.529 -1.971
H 2.183 -4.170 -2.384
H 3.117 -1.900 0.853
H 3.794 -2.566 -0.647
H -0.616 -3.499 0.491
H 0.347 -2.508 1.569
C 2.598 -0.555 4.082
C 3.208 0.394 3.057
C 4.698 0.110 2.896
C 3.003 1.847 3.493
N 2.606 0.107 1.725
N 1.262 0.576 1.551
H 3.002 -0.356 5.075
H 2.829 -1.593 3.829
H 1.514 -0.439 4.148
H 5.203 0.138 3.861
H 5.171 0.851 2.248
H 4.856 -0.880 2.457
H 3.600 2.056 4.381
H 1.963 2.061 3.748
H 3.319 2.539 2.709
H 3.167 0.610 1.042
H 1.175 1.539 1.876
H 0.668 0.022 2.161
*
```

Mulliken population analysis, charges in e, atoms 1 to 4:
1 Co -0.628
2 N -0.389
3 C 0.527
4 S -0.784

Version B
Molecular formula: C43H48CoN11PS3
Method: DFT, ωB97M-V/def2-TZVPD

Output
- molar mass (u) = 905.04
- highest occupied orbital energy (alpha / beta) (eV) = -12.15 / -12.15
- Kohn-Sham gap (alpha / beta) (eV) = 7.3 / 7.3

Structure (ORCA input):
```
! RIJCOSX wB97M-V def2-TZVPD def2/J DEFGRID3
* xyz 2 2
Co 0.818 -0.701 0.738
N 0.882 2.085 4.039
C 1.054 1.324 2.924
S 0.281 -0.218 2.871
N 1.741 1.882 1.953
N 1.910 1.012 0.899
C 2.584 1.466 -0.099
C 3.027 2.876 -0.220
C 2.125 3.817 -0.704
C 2.515 5.135 -0.880
C 3.813 5.518 -0.570
C 4.717 4.580 -0.092
C 4.328 3.259 0.078
C 2.965 0.485 -1.148
C 3.663 0.854 -2.290
C 4.033 -0.137 -3.188
C 3.708 -1.456 -2.915
C 2.998 -1.731 -1.754
N 2.623 -0.788 -0.896
H 0.561 1.622 4.872
H 1.525 2.852 4.161
H 1.117 3.505 -0.963
H 1.814 5.864 -1.267
H 4.122 6.545 -0.708
H 5.730 4.877 0.144
H 5.035 2.529 0.453
H 3.916 1.890 -2.462
H 4.577 0.120 -4.087
H 3.995 -2.259 -3.579
H 2.724 -2.749 -1.497
S -5.162 -0.791 1.205
C -6.765 -1.142 0.721
C -6.848 -2.365 0.137
C -5.591 -3.026 0.078
C -4.572 -2.295 0.615
C -3.163 -2.695 0.747
C -2.127 -1.744 0.742
N -0.850 -2.055 0.840
C -0.519 -3.352 1.001
C -1.461 -4.385 0.994
C -1.014 -5.747 1.132
C 0.297 -6.034 1.267
C 1.285 -4.984 1.296
C 2.661 -5.222 1.415
C 3.550 -4.166 1.448
C 3.004 -2.865 1.395
N 1.720 -2.615 1.262
C 0.869 -3.658 1.190
C 5.005 -4.341 1.525
C 5.971 -3.375 1.435
C 7.286 -3.899 1.529
C 7.288 -5.252 1.688
S 5.709 -5.892 1.723
C -2.808 -4.024 0.864
H -7.557 -0.434 0.902
H -7.770 -2.787 -0.234
H -5.450 -3.996 -0.378
H -2.348 -0.689 0.602
H -1.755 -6.536 1.125
H 0.628 -7.059 1.369
H 3.013 -6.245 1.481
H 3.645 -1.997 1.484
H 5.766 -2.322 1.303
H 8.183 -3.302 1.487
H 8.137 -5.908 1.791
H -3.569 -4.795 0.882
C -3.161 4.549 2.436
N -3.779 3.179 2.103
C -4.394 3.267 0.695
N -3.436 3.700 -0.256
C -2.859 4.985 0.138
N -2.219 4.923 1.449
C -1.017 4.078 1.455
P -1.347 2.305 0.993
C -2.738 2.099 2.198
C -2.398 2.688 -0.493
H -2.701 4.453 3.419
H -3.993 5.252 2.475
H -4.527 2.980 2.768
H -5.220 3.975 0.779
H -4.772 2.272 0.460
H -3.649 5.737 0.166
H -2.121 5.281 -0.604
H -0.575 4.093 2.455
H -0.272 4.501 0.780
H -2.320 2.141 3.207
H -3.230 1.134 2.089
H -2.847 1.767 -0.869
H -1.738 3.048 -1.285
C -1.176 -1.496 -4.000
C -1.578 -0.190 -3.312
C -3.073 0.052 -3.490
C -0.784 0.981 -3.884
N -1.367 -0.251 -1.842
N -0.007 -0.426 -1.447
H -1.326 -1.425 -5.077
H -1.777 -2.331 -3.634
H -0.120 -1.734 -3.848
H -3.325 0.135 -4.547
H -3.375 0.975 -2.992
H -3.657 -0.773 -3.074
H -1.120 1.197 -4.898
H 0.286 0.769 -3.940
H -0.935 1.881 -3.283
H -1.866 -1.059 -1.487
H 0.492 0.412 -1.727
H 0.437 -1.190 -1.955
*
```

Mulliken population analysis, charges in e, atoms 1 to 4:
1 Co 0.968
2 N -0.314
3 C 0.343
4 S -0.753

Of them, version A has the highest stability.

Version A
Molecular formula: C4N2
Method: DFT, ωB97M-V/def2-TZVPD

Output
- molar mass (u) = 76.06
- highest occupied orbital energy (eV) = -11.59
- Kohn-Sham gap (eV) = 9.5

Structure (ORCA input):
```
! RIJCOSX wB97M-V def2-TZVPD def2/J DEFGRID3
* xyz 0 1
C -0.231 0.080 0.225
C 0.567 0.366 1.182
C 1.395 -0.094 -0.049
N 2.445 -0.309 -0.522
C -1.514 -0.031 -0.336
N -2.662 -0.013 -0.500
*
```

Mulliken population analysis, charges in e, atoms 1 to 4:
1 C 0.505
2 C -0.387
3 C 0.301
4 N -0.295

Version B
Molecular formula: C4N2
Method: DFT, ωB97M-V/def2-TZVPD

Output
- molar mass (u) = 76.06
- highest occupied orbital energy (eV) = -11.06
- Kohn-Sham gap (eV) = 9.2
- SMILES string = N#CC#CC#N

Structure (ORCA input):
```
! RIJCOSX wB97M-V def2-TZVPD def2/J DEFGRID3
* xyz 0 1
N -3.038 0.567 -0.049
C -1.946 -0.235 0.058
C -0.605 -0.333 0.123
C 0.531 -0.398 -0.100
C 1.939 -0.064 -0.107
N 3.119 0.463 0.075
*
```

Mulliken population analysis, charges in e, atoms 1 to 4:
1 N -0.301
2 C -0.284
3 C 0.415
4 C 0.522

Of them, version A has the highest stability.

Version A
Molecular formula: C4H10BN
Method: DFT, ωB97M-V/def2-TZVPD

Output
- molar mass (u) = 82.94
- highest occupied orbital energy (eV) = -9.78
- Kohn-Sham gap (eV) = 10.6
- SMILES string = C=CCNBC

Structure (ORCA input):
```
! RIJCOSX wB97M-V def2-TZVPD def2/J DEFGRID3
* xyz 0 1
C -2.305 -1.126 0.185
C -2.241 0.131 0.086
C -0.962 0.942 -0.088
N 0.235 0.292 -0.515
B 1.333 0.073 0.377
C 2.836 -0.400 -0.046
H -3.392 -1.543 0.316
H -1.387 -1.610 0.109
H -3.082 0.761 0.191
H -1.164 1.852 -0.817
H -0.817 1.575 0.796
H 0.309 -0.114 -1.366
H 1.037 0.512 1.513
H 3.188 0.411 -0.732
H 2.811 -1.301 -0.750
H 3.601 -0.456 0.741
*
```

Mulliken population analysis, charges in e, atoms 1 to 4:
1 C -0.660
2 C -0.212
3 C -0.513
4 N -0.230

Version B
Molecular formula: C4H10BN
Method: DFT, ωB97M-V/def2-TZVPD

Output
- molar mass (u) = 82.94
- highest occupied orbital energy (alpha / beta) (eV) = -8.15 / -8.98
- Kohn-Sham gap (alpha / beta) (eV) = 8.0 / 9.2

Structure (ORCA input):
```
! RIJCOSX wB97M-V def2-TZVPD def2/J DEFGRID3
* xyz 0 1
B -1.657 -0.718 0.247
C -2.402 0.540 -0.361
C 0.705 1.444 0.330
C 0.935 -0.001 0.478
C 1.896 -0.647 -0.520
N -0.265 -0.843 0.497
H -2.430 -1.622 0.421
H -2.901 0.645 -1.316
H -2.435 1.581 -0.006
H 0.477 1.864 -0.653
H 0.171 1.966 1.213
H 1.291 -0.331 1.439
H 1.677 -0.160 -1.575
H 1.897 -1.682 -0.637
H 2.898 -0.323 -0.355
H 0.144 -1.714 0.799
*
```

Mulliken population analysis, charges in e, atoms 1 to 4:
1 B 0.128
2 C -0.763
3 C -1.059
4 C 0.772

Of them, version A has the highest stability.

Version A
Molecular formula: C3H4N3
Method: DFT, ωB97M-V/def2-TZVPD

Output
- molar mass (u) = 82.09
- highest occupied orbital energy (eV) = -16.29
- Kohn-Sham gap (eV) = 12.1
- SMILES string = c1[nH+]nc2n1C2

Structure (ORCA input):
```
! RIJCOSX wB97M-V def2-TZVPD def2/J DEFGRID3
* xyz 1 1
C 0.645 -0.942 -0.002
N 1.696 -0.149 -0.008
N 1.383 1.172 -0.002
C 0.066 1.109 0.004
N -0.374 -0.094 0.029
C -1.385 0.970 -0.030
H 0.506 -1.937 -0.147
H 2.674 -0.240 0.254
H -1.860 1.100 0.847
H -1.948 1.129 -0.871
*
```

Mulliken population analysis, charges in e, atoms 1 to 4:
1 C -0.064
2 N 0.203
3 N -0.581
4 C 0.312

Version B
Molecular formula: C3H4N3
Method: DFT, ωB97M-V/def2-TZVPD

Output
- molar mass (u) = 82.09
- highest occupied orbital energy (alpha / beta) (eV) = -16.49 / -16.79
- Kohn-Sham gap (alpha / beta) (eV) = 7.3 / 8.6
- SMILES string = C[N+]1=C=CN=N1

Structure (ORCA input):
```
! RIJCOSX wB97M-V def2-TZVPD def2/J DEFGRID3
* xyz 1 1
C -0.966 0.432 -0.017
N 0.497 0.312 0.006
C 1.191 -0.804 0.274
C 2.594 -0.727 0.111
N 2.705 0.536 -0.147
N 1.388 1.252 -0.256
H -1.267 0.922 0.859
H -1.522 -0.437 0.260
H -1.335 0.818 -0.930
H 3.455 -1.243 0.460
*
```

Mulliken population analysis, charges in e, atoms 1 to 4:
1 C -0.769
2 N 0.500
3 C 0.343
4 C -0.213

Of them, version A has the highest stability.

Version A
Molecular formula: C2H3ClSi
Method: DFT, ωB97M-V/def2-TZVPD

Output
- molar mass (u) = 90.58
- highest occupied orbital energy (eV) = -9.53
- Kohn-Sham gap (eV) = 9.6
- SMILES string = ClC1=C[SiH2]1

Structure (ORCA input):
```
! RIJCOSX wB97M-V def2-TZVPD def2/J DEFGRID3
* xyz 0 1
Cl 2.754 0.125 0.021
C 0.931 0.103 0.223
C 0.086 -0.894 0.008
Si -0.864 0.674 0.053
H 0.083 -1.916 -0.251
H -1.589 0.478 -1.216
H -1.400 1.430 1.162
*
```

Mulliken population analysis, charges in e, atoms 1 to 4:
1 Cl -0.181
2 C -0.237
3 C -0.221
4 Si 0.347

Version B
Molecular formula: C2H3ClSi
Method: DFT, ωB97M-V/def2-TZVPD

Output
- molar mass (u) = 90.58
- highest occupied orbital energy (alpha / beta) (eV) = -8.18 / -8.28
- Kohn-Sham gap (alpha / beta) (eV) = 6.4 / 6.7

Structure (ORCA input):
```
! RIJCOSX wB97M-V def2-TZVPD def2/J DEFGRID3
* xyz 0 1
C -1.056 0.467 -0.976
C 1.670 1.186 -0.593
Si 0.312 0.180 0.289
Cl 1.748 2.755 -0.829
H 0.072 0.600 1.727
H 0.809 -1.334 0.515
H -0.898 0.513 -2.008
*
```

Mulliken population analysis, charges in e, atoms 1 to 4:
1 C -0.555
2 C -0.049
3 Si 0.447
4 Cl -0.011

Of them, version A has the highest stability.